No. 1
{"formula": "C20H60O10", "method": "the ωB97M-V functional and the def2-TZVPD basis", "species": ["C", "C", "O", "H", "H", "H", "H", "H", "H", "C", "C", "O", "H", "H", "H", "H", "H", "H", "C", "C", "O", "H", "H", "H", "H", "H", "H", "C", "C", "O", "H", "H", "H", "H", "H", "H", "C", "C", "O", "H", "H", "H", "H", "H", "H", "C", "C", "O", "H", "H", "H", "H", "H", "H", "C", "C", "O", "H", "H", "H", "H", "H", "H", "C", "C", "O", "H", "H", "H", "H", "H", "H", "C", "C", "O", "H", "H", "H", "H", "H", "H", "C", "C", "O", "H", "H", "H", "H", "H", "H"], "xyz": [[-0.314, -1.206, 4.380], [0.473, -2.280, 3.699], [-0.525, -3.258, 3.368], [-0.480, -1.611, 5.343], [-1.377, -0.740, 3.984], [0.303, -0.268, 4.410], [1.183, -2.813, 4.116], [1.031, -1.964, 2.744], [-0.148, -4.054, 2.896], [-1.902, -4.564, -1.173], [-2.525, -4.821, 0.250], [-3.919, -4.667, 0.052], [-2.228, -3.556, -1.439], [-2.245, -5.203, -2.026], [-0.871, -4.466, -1.160], [-2.077, -4.352, 1.037], [-2.414, -5.793, 0.724], [-4.326, -5.504, 0.126], [-4.166, -0.089, 2.331], [-3.799, -1.555, 2.018], [-4.467, -2.028, 0.819], [-5.239, -0.008, 2.174], [-3.732, 0.552, 1.574], [-3.878, 0.055, 3.358], [-4.008, -2.383, 2.717], [-2.727, -1.689, 1.834], [-3.942, -2.821, 0.578], [-4.021, 0.981, -3.362], [-3.985, 0.508, -1.922], [-4.706, -0.589, -1.666], [-4.949, 1.120, -3.588], [-3.573, 0.260, -3.970], [-3.384, 1.817, -3.461], [-4.322, 1.409, -1.378], [-2.892, 0.358, -1.442], [-4.860, -0.819, -0.818], [3.553, 2.557, 4.675], [2.315, 1.688, 4.315], [1.957, 1.887, 3.076], [3.944, 2.533, 5.660], [3.631, 3.526, 4.300], [4.406, 2.486, 4.182], [1.642, 1.703, 5.218], [2.602, 0.781, 4.524], [1.416, 2.568, 3.000], [1.225, 3.487, -4.015], [-0.227, 3.261, -4.580], [-0.627, 1.970, -4.084], [1.640, 4.287, -4.509], [1.890, 2.674, -4.413], [1.271, 3.658, -2.955], [-0.004, 3.146, -5.603], [-0.762, 4.161, -4.483], [-0.156, 1.746, -3.381], [-0.162, -0.565, -0.200], [-0.107, 0.946, -0.388], [0.795, 1.312, -1.501], [-0.698, -1.191, -0.836], [-0.521, -0.718, 0.813], [0.655, -1.149, -0.334], [0.449, 1.301, 0.480], [-1.114, 1.413, -0.623], [1.557, 0.846, -1.480], [2.249, -3.239, -1.008], [3.207, -4.351, -1.114], [3.532, -4.966, 0.189], [2.462, -2.433, -0.389], [1.221, -3.502, -0.533], [1.909, -2.770, -1.904], [4.099, -3.675, -1.261], [3.086, -5.231, -1.775], [3.714, -6.044, 0.092], [0.052, 4.802, 0.018], [0.781, 6.173, 0.522], [0.619, 6.164, 1.930], [-0.949, 4.917, -0.016], [0.488, 3.868, 0.495], [0.103, 5.081, -1.023], [0.240, 7.041, 0.120], [1.974, 6.150, 0.413], [0.960, 7.047, 2.168], [3.634, 0.160, -3.286], [4.106, -0.028, -1.882], [3.416, 0.665, -0.821], [3.897, 1.185, -3.782], [2.567, -0.268, -3.444], [4.185, -0.410, -4.183], [5.021, 0.471, -1.974], [4.298, -1.234, -1.536], [3.597, 0.170, -0.040]], "lowdin_charge": [-0.070, -0.312, -0.125, 0.054, 0.135, 0.060, 0.055, 0.126, 0.105, -0.036, -0.263, -0.071, 0.071, 0.094, 0.012, 0.059, 0.111, 0.077, -0.056, -0.288, -0.116, 0.075, 0.066, 0.061, 0.118, 0.082, 0.046, -0.050, -0.368, -0.009, 0.016, 0.065, 0.061, 0.105, 0.130, -0.006, -0.051, -0.366, 0.048, 0.069, 0.057, 0.015, 0.137, 0.047, 0.029, -0.074, -0.236, -0.037, 0.029, 0.083, 0.054, 0.085, 0.089, -0.052, -0.066, -0.199, -0.090, 0.053, 0.074, 0.003, 0.092, 0.124, -0.039, -0.133, -0.292, -0.174, 0.028, 0.094, 0.075, 0.107, 0.124, 0.168, -0.048, -0.287, -0.136, 0.017, 0.093, 0.050, 0.102, 0.146, 0.083, -0.131, -0.318, -0.074, 0.100, 0.095, 0.113, 0.073, 0.164, 0.071], "gap_ev": 9.27, "charge": 0, "smiles": "CCO.CCO.CCO.CCO.CCO.CCO.CCO.CCO.CCO.CCO"}



No. 2
{"formula": "C3H6NO2S", "method": "the ωB97M-V functional and the def2-TZVPD basis", "species": ["C", "C", "S", "C", "N", "O", "O", "H", "H", "H", "H", "H", "H"], "xyz": [[-0.289, -0.002, 0.461], [-0.014, -1.276, -0.327], [1.716, -1.614, 0.077], [2.080, 0.145, 0.085], [0.756, 0.914, 0.067], [3.276, 0.650, -0.785], [3.163, 0.712, 0.705], [-1.255, 0.361, 0.293], [-0.203, -0.320, 1.484], [-0.631, -2.325, -0.095], [-0.161, -1.065, -1.436], [0.817, 1.437, -0.909], [0.944, 1.687, 0.779]], "nbo_charge": [-0.263, -0.576, 0.388, 0.412, -0.576, -0.209, -0.223, 0.258, 0.256, 0.314, 0.242, 0.496, 0.481], "gap_ev": 10.52, "charge": 1, "smiles": "C1CSC2([NH2+]1)OO2"}



No. 3
{"formula": "C20H26B2F2N10OS2W", "method": "the ωB97M-V functional and the def2-TZVPD basis", "species": ["W", "C", "C", "N", "N", "C", "B", "N", "C", "C", "C", "N", "N", "C", "C", "C", "N", "N", "C", "C", "C", "N", "H", "H", "H", "H", "H", "H", "H", "H", "H", "H", "H", "H", "C", "C", "C", "C", "N", "C", "S", "N", "C", "H", "H", "H", "H", "H", "H", "H", "H", "F", "B", "F", "C", "S", "C", "O", "H", "H", "H", "H", "H", "H"], "xyz": [[0.131, -0.145, 0.127], [-1.001, 3.638, 1.862], [-0.073, 2.848, 1.216], [-0.567, 1.607, 1.040], [-1.817, 1.598, 1.571], [-2.093, 2.803, 2.070], [-2.759, 0.348, 1.500], [-1.989, -0.876, 2.128], [-2.291, -1.726, 3.108], [-1.251, -2.636, 3.275], [-0.320, -2.279, 2.328], [-0.773, -1.223, 1.617], [-2.926, -0.036, 0.009], [-4.029, -0.276, -0.707], [-3.660, -0.769, -1.948], [-2.282, -0.810, -1.915], [-1.822, -0.357, -0.732], [-4.034, 0.682, 2.188], [-4.386, 0.671, 3.511], [-5.548, 1.373, 3.643], [-5.844, 1.815, 2.335], [-4.933, 1.420, 1.470], [-0.910, 4.673, 2.139], [0.910, 3.104, 0.855], [-3.049, 3.003, 2.529], [-3.234, -1.670, 3.621], [-1.201, -3.444, 3.983], [0.632, -2.727, 2.093], [-4.999, -0.081, -0.285], [-4.309, -1.061, -2.755], [-1.608, -1.158, -2.677], [-3.777, 0.218, 4.274], [-6.108, 1.548, 4.545], [-6.683, 2.403, 1.998], [4.290, -3.177, -4.668], [3.465, -2.123, -4.033], [3.456, -0.799, -4.428], [2.613, 0.099, -3.805], [1.808, -0.322, -2.773], [1.826, -1.612, -2.343], [0.842, -2.221, -1.114], [2.659, -2.462, -3.000], [2.559, 1.517, -4.256], [5.340, -2.879, -4.652], [4.002, -3.272, -5.718], [4.182, -4.145, -4.182], [4.085, -0.470, -5.242], [2.647, -3.429, -2.688], [3.561, 1.946, -4.189], [1.875, 2.152, -3.699], [2.273, 1.543, -5.310], [1.008, 1.529, -1.388], [0.651, 0.598, -2.316], [-0.265, 0.733, -3.234], [3.439, 1.788, 2.492], [3.421, 0.457, 1.308], [4.046, -0.855, 2.338], [1.924, 0.106, 1.151], [4.467, 1.905, 2.836], [2.777, 1.537, 3.319], [3.122, 2.700, 1.992], [5.089, -0.631, 2.561], [3.986, -1.782, 1.773], [3.457, -0.911, 3.253]], "nbo_charge": [1.458, -0.294, 0.002, -0.423, -0.312, 0.080, 0.927, -0.297, 0.077, -0.289, 0.013, -0.386, -0.328, 0.086, -0.303, 0.011, -0.406, -0.432, -0.047, -0.308, -0.011, -0.301, 0.272, 0.218, 0.269, 0.263, 0.276, 0.232, 0.283, 0.271, 0.219, 0.220, 0.261, 0.239, -0.688, 0.420, -0.316, 0.422, -0.632, 0.325, 0.051, -0.504, -0.692, 0.294, 0.300, 0.256, 0.287, 0.465, 0.292, 0.246, 0.299, -0.442, 1.253, -0.434, -0.806, 1.273, -0.806, -1.012, 0.280, 0.266, 0.261, 0.279, 0.258, 0.264], "s_squared": 3.77, "gap_ev": [5.98, 5.55], "charge": 3, "multiplicity": 4}



No. 4
{"formula": "C23H28FN3O4S", "method": "the ωB97M-V functional and the def2-TZVPD basis", "species": ["C", "C", "C", "C", "N", "S", "O", "O", "C", "C", "C", "C", "N", "C", "O", "C", "C", "C", "O", "N", "C", "C", "C", "C", "C", "C", "F", "C", "C", "C", "C", "C", "H", "H", "H", "H", "H", "H", "H", "H", "H", "H", "H", "H", "H", "H", "H", "H", "H", "H", "H", "H", "H", "H", "H", "H", "H", "H", "H", "H"], "xyz": [[-5.120, -2.192, -0.762], [-5.213, -1.397, 0.544], [-5.121, -2.340, 1.748], [-6.516, -0.604, 0.592], [-4.096, -0.453, 0.652], [-4.120, 0.964, -0.240], [-4.869, 1.947, 0.485], [-4.487, 0.742, -1.615], [-2.381, 1.371, -0.155], [-1.588, 1.248, -1.278], [-0.230, 1.496, -1.195], [0.328, 1.857, 0.028], [1.701, 2.079, 0.193], [2.711, 1.661, -0.610], [2.551, 1.151, -1.696], [4.124, 1.931, -0.063], [4.326, 1.666, 1.430], [4.696, 0.187, 1.483], [4.650, -0.531, 2.456], [5.096, -0.170, 0.248], [5.456, -1.519, -0.100], [4.471, -2.166, -1.087], [3.018, -1.980, -0.733], [2.093, -1.755, -1.746], [0.748, -1.603, -1.469], [0.336, -1.659, -0.152], [-0.984, -1.509, 0.136], [1.227, -1.877, 0.880], [2.567, -2.049, 0.580], [5.085, 0.918, -0.703], [-0.489, 2.004, 1.151], [-1.845, 1.759, 1.058], [-5.117, -1.507, -1.606], [-4.202, -2.778, -0.783], [-5.967, -2.867, -0.856], [-4.177, -2.880, 1.735], [-5.936, -3.058, 1.723], [-5.180, -1.770, 2.671], [-6.601, 0.025, -0.290], [-7.365, -1.281, 0.632], [-6.526, 0.041, 1.466], [-3.215, -0.922, 0.490], [-2.052, 0.958, -2.207], [0.403, 1.395, -2.061], [1.949, 2.483, 1.085], [4.378, 2.958, -0.341], [3.474, 1.858, 2.079], [5.170, 2.244, 1.812], [5.483, -2.076, 0.839], [6.460, -1.528, -0.539], [4.639, -1.762, -2.087], [4.698, -3.235, -1.126], [2.426, -1.695, -2.771], [0.027, -1.434, -2.253], [0.874, -1.918, 1.898], [3.257, -2.227, 1.389], [4.709, 0.590, -1.674], [6.093, 1.332, -0.825], [-0.055, 2.299, 2.096], [-2.499, 1.858, 1.909]], "nbo_charge": [-0.633, 0.123, -0.604, -0.630, -0.873, 2.309, -0.937, -0.956, -0.355, -0.172, -0.195, 0.158, -0.604, 0.697, -0.606, -0.312, -0.491, 0.691, -0.629, -0.434, -0.214, -0.429, -0.038, -0.162, -0.300, 0.450, -0.360, -0.296, -0.209, -0.209, -0.237, -0.164, 0.240, 0.202, 0.210, 0.205, 0.212, 0.217, 0.227, 0.213, 0.227, 0.405, 0.245, 0.250, 0.401, 0.240, 0.220, 0.239, 0.236, 0.202, 0.209, 0.227, 0.215, 0.229, 0.230, 0.237, 0.239, 0.190, 0.212, 0.244], "gap_ev": 9.43, "charge": 0, "smiles": "CC(C)(C)NS(=O)(=O)c1ccc(NC(=O)[C@H]2CC(=O)N(CCc3ccc(F)cc3)C2)cc1"}



Number 1: largest force on an atom 7.6 eV Å⁻¹, E_tot -1549.883645 a.u.. Number 2: largest force on an atom 5.0 eV Å⁻¹, E_tot -720.890426 a.u.. Number 3: largest force on an atom 1.0 eV Å⁻¹, E_tot -2512.750949 a.u.. Number 4: largest force on an atom 0.8 eV Å⁻¹, E_tot -1856.575832 a.u..